No. 1
Here is C23H23N5 in the gas phase from the Open Molecules 2025 dataset. Energies are from ωB97M-V/def2-TZVPD.

Each line ends with the natural charge from an NBO analysis.
Element x y z (Å)
C -0.8279 3.0172 -0.9650  -0.627
C -1.3555 2.5969 0.4092  -0.202
C -2.4474 3.5687 0.8581  -0.601
C -1.8692 1.1459 0.4396  -0.253
C -2.8099 0.8050 -0.7299  -0.388
C -3.4379 -0.5848 -0.5654  -0.387
C -2.6640 -1.4589 0.4403  -0.248
C -3.0973 -2.9163 0.3315  -0.613
C -1.1860 -1.1865 0.3047  -0.041
C -0.7862 0.0937 0.4310  0.245
N 0.5274 0.4718 0.5959  -0.612
C 1.5437 -0.5379 0.6460  -0.016
C 2.9254 -0.0010 0.3776  -0.068
C 3.9876 -0.4357 1.1608  -0.137
C 5.2703 0.0169 0.9119  -0.213
C 5.5038 0.9085 -0.1212  -0.198
C 4.4504 1.3425 -0.9069  -0.185
C 3.1663 0.8888 -0.6626  -0.228
C 1.1831 -1.6736 -0.3772  -0.268
C 2.2285 -2.6708 -0.4242  0.288
N 3.0580 -3.4550 -0.4388  -0.225
C 0.9895 -1.0996 -1.6927  0.312
N 0.7977 -0.6027 -2.7029  -0.255
C -0.1747 -2.3011 0.0854  -0.291
C -0.5414 -3.2363 -0.9663  0.299
N -0.7288 -3.9585 -1.8307  -0.243
C 0.0169 -3.0168 1.3336  0.283
N 0.1509 -3.5143 2.3537  -0.255
H -0.2428 3.9305 -0.8775  0.217
H -1.6539 3.2138 -1.6436  0.216
H -0.2033 2.2509 -1.4201  0.204
H -0.5461 2.6727 1.1454  0.200
H -2.0574 4.5837 0.8721  0.214
H -2.7956 3.3236 1.8590  0.209
H -3.2977 3.5442 0.1815  0.203
H -2.4356 1.0254 1.3728  0.221
H -2.2307 0.8318 -1.6535  0.212
H -3.5940 1.5569 -0.8045  0.212
H -3.4569 -1.0918 -1.5315  0.211
H -4.4689 -0.4989 -0.2191  0.207
H -2.9432 -1.1199 1.4497  0.203
H -2.5366 -3.5494 1.0176  0.215
H -4.1505 -2.9935 0.5944  0.224
H -2.9795 -3.2971 -0.6794  0.220
H 0.8075 1.3736 0.2474  0.413
H 1.5252 -1.0136 1.6404  0.229
H 3.8083 -1.1345 1.9649  0.213
H 6.0875 -0.3295 1.5256  0.221
H 6.5049 1.2614 -0.3166  0.219
H 4.6254 2.0320 -1.7187  0.219
H 2.3607 1.2218 -1.3017  0.222

Forces on atoms 1 to 6 (eV/Å):
C 0.04 -0.04 0.25
C -0.11 0.00 0.04
C 0.23 -0.16 0.04
C 0.05 0.21 -0.13
C -0.09 -0.02 0.11
C 0.08 0.03 0.12

2S+1	1
HOMO	-8.8	eV
gap between HOMO and LUMO	9.40	eV
structure (SMILES)	CC(C)[C@H]1CC[C@@H](C)C2=C1N[C@H](c1ccccc1)C(C#N)(C#N)C2(C#N)C#N
strongest force on any atom	0.71	eV Å⁻¹

---

No. 2
Here is a molecular structure, C13H17IN2Pd in a non-equilibrium geometry from the Open Molecules 2025 dataset. Energies are from ωB97M-V/def2-TZVPD.

Each line ends with the natural charge from an NBO analysis.
Element x y z (Å)
C -1.6753 0.8236 -2.9864  -0.671
C -1.5937 -0.8797 -2.9837  -0.681
H -2.7743 0.9995 -2.8094  0.249
H -1.2795 1.1106 -3.9904  0.232
H -1.1143 1.6853 -2.3114  0.233
H -1.5536 -1.7161 -2.0894  0.260
H -2.6391 -1.0138 -3.2890  0.242
H -0.9283 -1.2451 -3.7615  0.219
Pd -0.5848 -0.0702 -1.0192  0.868
C 1.0925 -0.0490 -2.1913  -1.013
H 1.3551 -1.1025 -2.0238  0.184
H 1.6718 0.6599 -1.5845  0.191
H 0.8523 0.2472 -3.2340  0.187
I -2.9746 -0.2283 0.0364  -0.710
C 0.0244 3.5039 1.4809  -0.235
C 0.6373 2.9622 2.6429  -0.155
C 0.8433 1.5817 2.7060  -0.210
C 0.4198 0.7482 1.6837  0.157
N -0.0952 1.2636 0.5331  -0.413
C -0.3269 2.6055 0.4639  0.069
C 0.6065 -0.6920 1.6620  0.173
C 1.2481 -1.4081 2.6917  -0.211
C 1.3880 -2.8143 2.5631  -0.151
C 0.9345 -3.4493 1.3825  -0.244
C 0.3339 -2.6426 0.4135  0.076
N 0.2104 -1.2922 0.5186  -0.423
H -0.1501 4.5852 1.3334  0.235
H 0.9715 3.6197 3.4192  0.225
H 1.4008 1.1402 3.5511  0.220
H -0.7958 2.9557 -0.4180  0.209
H 1.6545 -0.8893 3.5485  0.221
H 1.8636 -3.3833 3.3330  0.223
H 1.0263 -4.5459 1.2123  0.237
H -0.0488 -3.0703 -0.4837  0.208

Forces on atoms 1 to 6 (eV/Å):
C -0.13 0.43 0.39
C -1.06 -0.08 0.26
H 1.30 0.19 -0.52
H -0.69 -0.34 0.58
H -0.97 -2.62 -1.00
H 0.22 2.48 -1.47

2S+1	3
HOMO (alpha / beta)	-5.5 / -7.1	eV
gap between HOMO and LUMO (alpha / beta)	4.76 / 6.48	eV
<S²>	2.010
strongest force on any atom	2.97	eV Å⁻¹

---

No. 3
Here is 9 unconnected molecules or ions with the total composition C8H32F6O8P in a non-equilibrium geometry from the Open Molecules 2025 dataset. Energies are from ωB97M-V/def2-TZVPD.

Each line ends with the natural charge from an NBO analysis.
Element x y z (Å)
P 0.3566 -0.7051 -1.2454  2.612
F -1.0540 -0.0713 -1.7938  -0.589
F -0.3865 -1.0937 0.1238  -0.588
F -0.0167 -2.1992 -1.8422  -0.604
F 1.7694 -1.3572 -0.7908  -0.594
F 1.0790 -0.2588 -2.6428  -0.576
F 0.7615 0.6458 -0.5037  -0.591
C -1.6395 1.8943 -4.7126  -0.240
O -2.6232 1.7715 -5.6684  -0.733
H -1.7795 2.7538 -4.0571  0.179
H -1.5503 0.9557 -4.1655  0.181
H -0.6789 1.9661 -5.2227  0.149
H -2.4108 1.1158 -6.3367  0.465
C 1.0057 1.0315 2.8833  -0.264
O 0.2280 -0.0552 2.4732  -0.751
H 0.4756 1.9348 3.1852  0.156
H 1.7151 0.6616 3.6237  0.176
H 1.6927 1.3853 2.1145  0.180
H 0.0974 0.0322 1.5262  0.502
C -0.3955 3.4859 0.5575  -0.634
C 1.0180 3.9071 0.2361  -0.076
O 1.4230 4.9655 1.1027  -0.725
H -0.6562 2.5243 0.1154  0.223
H -1.0173 4.2397 0.0747  0.200
H -0.5198 3.4016 1.6372  0.207
H 1.0679 4.1112 -0.8335  0.162
H 1.6669 3.0369 0.3347  0.171
H 2.1031 4.5255 1.6178  0.469
C 1.1491 -3.6350 1.7396  -0.649
C 2.2717 -3.3511 2.7632  -0.062
O 2.4023 -1.9570 2.9186  -0.743
H 1.0842 -2.8996 0.9377  0.242
H 0.2204 -3.6138 2.3099  0.202
H 1.2179 -4.6095 1.2561  0.202
H 3.1719 -3.7133 2.2667  0.168
H 2.2526 -3.8838 3.7140  0.157
H 1.5088 -1.6059 2.9270  0.496
C -2.9173 1.4569 1.6492  -0.619
C -3.6546 1.3292 0.3351  -0.058
O -3.3127 0.0221 -0.1375  -0.754
H -1.8707 1.2726 1.4065  0.209
H -3.3046 0.7121 2.3444  0.210
H -3.0961 2.4393 2.0862  0.188
H -3.3018 2.0522 -0.4004  0.156
H -4.7355 1.4203 0.4421  0.162
H -2.4721 -0.0063 -0.6004  0.493
O 3.5061 -0.6528 0.9410  -1.003
H 3.0689 -0.9869 1.7243  0.477
H 2.9220 -0.8896 0.2206  0.476
O -1.8634 -4.0666 -1.8215  -0.952
H -1.1677 -3.4351 -2.0046  0.489
H -1.4401 -4.9210 -1.9056  0.450
O 2.4960 -3.7071 -2.5663  -0.950
H 2.1301 -4.4347 -2.0633  0.457
H 2.0026 -2.9409 -2.2735  0.490

Forces on atoms 1 to 6 (eV/Å):
P -0.15 0.02 -1.23
F 0.72 -0.31 0.04
F -0.17 -0.88 0.07
F 0.18 1.07 -0.22
F -0.45 -0.49 -0.13
F -0.69 -0.28 0.79

charge	-1
2S+1	1
HOMO	-7.2	eV
gap between HOMO and LUMO	10.08	eV
strongest force on any atom	2.40	eV Å⁻¹